Entry 1:
Computed, not measured: a molecular structure, C12H16N2OPbS2Te4, with ωB97M-V/def2-TZVPD.

Results
Net charge: +2
E, eV: -73809.6627
Multiplicity: 1
M, g/mol: 986.0
E_HOMO, eV: -13.097
Frontier orbital gap, eV: 5.6183

Each line ends with the Löwdin charge.
Cartesian coordinates (Å):
Pb: 0.777 -0.389 -0.282  1.133
C: 0.402 -4.082 -0.206  -0.067
C: 0.011 -3.431 -1.484  -0.639
N: 0.092 -2.139 -1.722  -0.132
C: -0.361 -1.801 -2.985  -0.349
C: -0.801 -2.860 -3.706  -0.293
S: -0.618 -4.303 -2.809  1.159
C: -0.256 -0.398 -3.382  -0.329
C: -0.548 0.176 -4.576  -0.285
S: -0.183 1.845 -4.533  1.184
C: 0.340 1.717 -2.915  -0.619
N: 0.253 0.490 -2.450  -0.120
C: 0.794 2.884 -2.109  -0.050
H: 1.113 -3.462 0.341  0.071
H: 0.866 -5.050 -0.385  0.099
H: -0.472 -4.239 0.430  0.031
H: -1.187 -2.874 -4.713  0.099
H: -0.935 -0.289 -5.468  0.099
H: 1.141 3.696 -2.745  0.094
H: 1.617 2.600 -1.451  0.083
H: -0.029 3.265 -1.500  0.098
Te: -2.087 0.108 0.466  0.269
Te: -3.533 -2.010 -0.504  0.231
Te: -3.121 -3.352 1.884  0.216
Te: -1.350 -1.361 2.657  0.284
C: 1.182 1.509 4.245  -0.139
C: 0.169 2.654 4.079  -0.124
C: -0.358 2.492 2.647  -0.188
O: 0.226 1.270 2.122  -0.498
C: 1.484 1.107 2.812  -0.247
H: 0.739 0.667 4.779  0.110
H: 2.078 1.813 4.782  0.127
H: 0.647 3.624 4.201  0.121
H: -0.634 2.589 4.810  0.119
H: -0.052 3.325 2.009  0.126
H: -1.440 2.384 2.592  0.098
H: 2.236 1.760 2.358  0.133
H: 1.797 0.067 2.711  0.095

Entry 2:
Computed, not measured: a molecular structure, C12H16N4O3S, with ωB97M-V/def2-TZVPD.

Results
E, eV: -35628.2829
Multiplicity: 1
M, g/mol: 296.4
Energy relative to the best compared isomer or geometry (same formula, charge and spin), kJ/mol: 1365.4
E_HOMO, eV: -8.550
Frontier orbital gap, eV: 8.5821

Each line ends with the Löwdin charge.
Cartesian coordinates (Å):
C: -1.404 1.771 -1.601  -0.110
C: -1.272 2.072 -0.199  -0.363
H: -2.115 2.809 0.038  0.156
H: -1.467 1.123 0.347  0.107
C: -0.106 2.616 0.067  -0.250
C: 0.994 1.829 0.094  -0.461
N: 1.767 1.752 -0.818  0.019
N: 2.770 0.968 -0.891  0.134
C: 2.486 0.425 0.291  -0.676
N: 1.472 0.928 0.943  -0.125
N: 0.781 0.892 2.195  0.115
H: -0.074 0.180 1.939  0.124
H: 1.540 0.013 2.638  0.152
S: 3.399 -0.846 1.182  0.911
C: 3.051 -2.199 -0.300  -0.171
C: 1.620 -2.052 -0.581  -0.501
C: 1.275 -2.082 -1.945  0.100
C: -0.189 -1.780 -1.832  0.007
C: -0.351 -1.598 -0.637  -0.192
C: -1.763 -1.441 0.213  -0.203
O: -2.849 -1.458 -0.549  0.014
O: -1.693 -1.209 1.581  -0.120
C: -2.780 -0.998 2.220  -0.166
H: -3.486 -1.934 2.237  0.136
H: -3.311 -0.063 1.554  0.179
H: -2.392 -0.952 3.190  0.079
O: 0.682 -2.070 0.155  0.155
H: -0.810 -1.440 -2.749  0.182
H: 1.754 -2.006 -2.774  0.049
H: 3.829 -2.085 -0.893  0.037
H: 3.215 -3.035 0.269  0.045
H: -0.020 3.656 -0.522  0.193
H: -0.160 3.121 1.292  0.205
H: -1.532 2.562 -2.286  0.067
H: -2.350 1.086 -1.922  0.144
H: -0.511 1.444 -1.945  0.028

Entry 3:
Computed, not measured: a molecular structure, C12H16N4O9P2RhSSe3Te, with ωB97M-V/def2-TZVPD.

Results
Net charge: -1
E, eV: -272852.3910
Multiplicity: 5
M, g/mol: 921.7
Energy relative to the best compared isomer or geometry (same formula, charge and spin), kJ/mol: 0.0
E_HOMO (alpha / beta), eV: -4.715 / -5.610
Frontier orbital gap (alpha / beta), eV: 6.6589 / 6.3090

Each line ends with the Mulliken spin population.
Cartesian coordinates (Å):
Rh: -0.398 2.990 0.445  1.046
N: 0.373 -3.879 -3.832  0.000
C: 0.677 -2.576 -3.469  0.000
C: -0.279 -1.757 -2.910  0.000
C: 0.072 -0.402 -2.558  0.000
C: 1.292 0.115 -2.917  0.003
C: 2.255 -0.749 -3.379  0.000
C: 1.956 -2.044 -3.681  0.000
S: 1.710 1.850 -2.458  0.008
O: 0.918 2.728 -3.311  0.001
O: 3.137 1.938 -2.584  0.008
N: 1.231 2.076 -0.967  0.059
C: 1.728 1.330 0.060  -0.044
N: 1.278 1.713 1.281  0.105
C: 1.823 1.204 2.359  0.007
C: 2.879 0.329 2.285  0.007
C: 3.238 -0.096 1.007  -0.002
N: 2.685 0.355 -0.099  0.002
H: -0.507 -4.121 -3.355  0.000
H: 1.096 -4.532 -3.636  0.000
H: -1.305 -2.159 -2.581  0.000
H: -0.585 0.200 -1.881  0.003
H: 3.275 -0.407 -3.510  0.000
H: 2.777 -2.684 -4.098  0.000
H: 1.518 1.630 3.314  -0.001
H: 3.473 0.012 3.117  0.001
H: 3.974 -0.921 0.818  0.001
C: -0.577 -1.543 1.334  0.002
C: -1.884 -0.832 1.646  -0.001
O: -3.069 -1.762 1.680  0.000
P: -1.841 -0.055 3.280  0.003
O: -3.256 0.599 3.647  0.000
O: -1.686 -1.254 4.369  0.001
O: -0.762 0.966 3.320  0.000
P: -2.546 0.425 0.459  -0.013
O: -2.836 -0.569 -0.815  -0.001
O: -3.737 0.972 1.198  -0.004
O: -1.485 1.210 -0.141  0.007
H: -0.315 -2.157 2.207  0.000
H: 0.244 -0.856 1.052  -0.001
H: -0.664 -2.287 0.544  0.000
H: -3.810 -1.203 1.900  0.000
H: -3.665 1.018 2.801  -0.001
H: -0.740 -1.222 4.648  0.000
H: -3.405 -1.358 -0.677  -0.001
Se: 0.836 4.928 1.293  0.429
Se: -0.112 3.959 2.995  0.770
Te: -3.057 4.480 0.920  1.068
Se: -1.926 4.399 -1.120  0.542

Entry 4:
Computed, not measured: a single C12H16N4OS molecule, with ωB97M-V/def2-TZVPD.

Results
E, eV: -31547.5224
Multiplicity: 1
M, g/mol: 264.4
Energy relative to the best compared isomer or geometry (same formula, charge and spin), kJ/mol: 99.8
E_HOMO, eV: -8.260
Frontier orbital gap, eV: 8.6643

Each line ends with the Löwdin charge.
Cartesian coordinates (Å):
C: -4.789 -1.318 0.547  -0.072
C: -3.523 -0.805 1.226  -0.200
N: -2.612 -0.128 0.319  -0.083
C: -2.985 1.189 -0.153  -0.217
C: -3.634 1.184 -1.538  -0.063
C: -1.454 -0.755 0.004  -0.528
O: -1.182 -1.869 0.405  0.060
C: -0.458 0.009 -0.858  -0.324
S: 0.390 1.278 0.148  1.000
C: 2.012 0.669 0.082  -0.657
N: 2.427 -0.278 -0.706  0.132
C: 3.760 -0.413 -0.436  -0.300
N: 4.603 -1.259 -1.002  0.130
C: 5.850 -1.196 -0.574  -0.160
C: 6.316 -0.318 0.405  -0.078
C: 5.447 0.579 1.007  -0.014
C: 4.139 0.523 0.570  -0.190
N: 2.988 1.203 0.878  0.108
H: -5.427 -0.499 0.226  0.060
H: -5.349 -1.931 1.248  0.073
H: -4.529 -1.928 -0.314  0.083
H: -3.784 -0.116 2.037  0.121
H: -2.970 -1.649 1.643  0.115
H: -3.690 1.607 0.570  0.125
H: -2.105 1.839 -0.161  0.072
H: -2.987 0.720 -2.276  0.067
H: -4.573 0.638 -1.527  0.061
H: -3.833 2.208 -1.847  0.077
H: -0.908 0.508 -1.712  0.069
H: 0.332 -0.672 -1.179  0.074
H: 6.529 -1.894 -1.045  0.100
H: 7.356 -0.340 0.691  0.096
H: 5.774 1.274 1.767  0.109
H: 2.867 1.940 1.552  0.154